<i>
Entry from OMol25: 2 unconnected molecules or ions with the total composition C9H13NO2 (wB97M-V/def2-TZVPD).

Cartesian coordinates (Å):
C1 1.67914 -0.57207 -2.33636
C2 0.49235 -0.85561 -1.50861
C3 -0.86056 -0.38753 -1.85186
C4 -1.91573 -0.70079 -0.94213
C5 -1.54049 -1.30169 0.30909
O1 -2.66008 -1.80790 0.96732
C6 -0.20644 -1.59682 0.63867
C7 0.83383 -1.31608 -0.22737
H1 2.28403 0.29273 -1.89615
H2 1.34737 -0.17147 -3.26673
H3 2.16372 -1.54282 -2.46481
H4 -1.13137 -0.03632 -2.88260
H5 -3.02897 -0.59350 -1.05921
H6 -2.34559 -2.24348 1.85037
H7 -0.01591 -2.32976 1.45015
H8 1.88422 -1.68312 -0.18065
C8 1.38199 2.19078 1.24635
C9 -0.05052 2.31748 1.57708
N1 -0.83790 1.23275 1.86712
O2 -0.64510 3.36241 1.33788
H9 1.50996 1.85606 0.17035
H10 1.86615 1.25208 1.70294
H11 1.92127 3.10205 1.57715
H12 -1.86881 1.12394 2.02409
H13 -0.25658 0.40866 1.89793

The HOMO-LUMO gap is 9.0 eV. Its SMILES is Cc1ccc(O)cc1.CC(N)=O. As for the charge: 0.

***

<ii>
Entry from OMol25: a molecular structure, C9H13NO2 (wB97M-V/def2-TZVPD).

Cartesian coordinates (Å):
C1 1.40119 -1.02260 -3.86979
C2 0.31925 -1.39677 -1.64102
C3 0.30263 -2.33988 -0.55885
C4 0.04046 -1.92949 0.87349
C5 -0.21310 -0.52829 1.01065
C6 -0.25769 0.23612 2.35034
C7 -1.29079 1.32884 2.68490
C8 -0.20083 0.47405 -0.02450
C9 0.06816 -0.03474 -1.31543
H1 1.05170 0.01762 -4.00899
H2 2.45188 -1.07480 -3.43386
H3 1.39751 -1.64439 -4.69934
H4 0.54241 -3.50514 -0.72620
H5 0.08304 -2.49484 1.94601
H6 -0.13014 -0.55115 2.96528
H7 0.92947 0.55053 2.56034
H8 -2.34768 1.08743 2.52297
H9 -1.46905 1.56517 3.78201
H10 -1.73730 3.37921 2.14756
H11 -0.21025 2.96600 2.50072
H12 -0.37838 1.44223 0.34484
H13 0.48310 1.78374 -2.00357
N1 -0.98807 2.54808 1.96633
O1 0.34492 -1.68005 -3.04351
O2 -0.19247 0.82313 -2.33037

The HOMO-LUMO gap is 8.7 eV. As for the charge: 0.

***

The computed energies, referenced to the most stable structure and given in kJ/mol, are <i> 0.0; <ii> 391.6.

***

<i>
Entry from OMol25: 2 unconnected molecules or ions with the total composition C4H11NO2 (wB97M-V/def2-TZVPD).

Cartesian coordinates (Å):
C1 -0.53015 -1.02619 1.19716
C2 -0.13649 -0.45266 -0.23052
C3 -1.41207 -0.54015 -1.07339
C4 -1.16298 0.13604 -2.52862
O1 -2.03309 0.71364 -3.24801
N1 0.56136 0.96103 -0.21671
H1 -1.57608 -0.73277 1.39970
H2 -0.51174 -2.15344 1.35510
H3 0.21206 -0.66308 1.86941
H4 0.55863 -1.17317 -0.58331
H5 -1.71341 -1.63141 -1.06910
H6 -2.29747 -0.07543 -0.56104
H7 -0.08377 0.21725 -2.76429
H8 1.37757 0.98327 0.46138
H9 -0.18888 1.57616 0.13075
H10 3.18653 1.92245 1.54717
H11 3.03823 0.85152 2.60700
O2 2.71176 1.08696 1.70731

Its spin multiplicity is 2. The HOMO-LUMO gap (alpha / beta) is 11.1 / 4.9 eV. As for the charge: +1.

***

<ii>
Entry from OMol25: a gas-phase ion, C4H11NO2 (charge +1) (wB97M-V/def2-TZVPD).

Cartesian coordinates (Å):
C1 -2.66448 0.22870 -0.56055
N1 -1.53702 0.35203 0.41071
C2 -0.26262 -0.23647 0.09321
C3 0.51064 -0.24783 1.42167
O1 1.84561 -0.72541 1.25748
C4 0.54731 0.62899 -0.91958
O2 1.54048 -0.00392 -1.63571
H1 -2.19699 0.15436 -1.59871
H2 -3.00628 -0.77798 -0.33728
H3 -3.36600 1.05562 -0.47298
H4 -1.62050 1.30459 0.77169
H5 -0.53437 -1.24802 -0.27382
H6 0.60254 0.69797 1.94157
H7 -0.01279 -0.90383 2.15265
H8 1.76198 -1.55849 0.77567
H9 -0.11940 1.09997 -1.64102
H10 0.89786 1.50296 -0.34747
H11 2.25726 -0.36813 -1.10378

Its spin multiplicity is 2. The HOMO-LUMO gap (alpha / beta) is 11.7 / 6.7 eV. As for the charge: +1.

***

The computed energies, referenced to the most stable structure and given in kJ/mol, are <i> 73.3; <ii> 0.0.

***

<i>
Entry from OMol25: a molecular structure, C3H11N3O2 (wB97M-V/def2-TZVPD).

Cartesian coordinates (Å):
C1 2.60604 -0.25482 -0.15542
C2 0.88451 1.32331 0.07182
C3 -2.74836 1.18820 -0.02294
N1 -0.26308 -2.57539 0.32306
N2 1.32070 0.02269 0.42120
N3 -0.14501 -1.46997 -0.52629
O1 -1.97848 0.09199 0.37005
O2 -1.12233 -0.79942 -0.90500
H1 3.39193 0.20984 0.40471
H2 2.78873 -1.30766 -0.21881
H3 2.64458 0.06955 -1.22274
H4 0.89850 2.00747 0.92811
H5 1.41804 1.67973 -0.75872
H6 -0.17849 1.06900 -0.21641
H7 -3.07329 1.48539 1.07358
H8 -3.65541 1.04439 -0.56857
H9 -2.19692 2.02709 -0.43465
H10 -1.12749 -2.63701 0.84557
H11 0.53585 -3.17437 0.59143

The HOMO-LUMO gap (alpha / beta) is 8.2 / 8.5 eV. As for the charge: 0.

***

<ii>
Entry from OMol25: 2 unconnected molecules or ions with the total composition C3H11N3O2 (wB97M-V/def2-TZVPD).

Cartesian coordinates (Å):
N1 0.03331 -3.31198 1.46504
C1 -0.83770 -2.20014 1.62593
N2 -0.17998 -0.87731 1.29857
C2 -0.37194 -0.37019 0.03680
O1 -0.86734 -1.00560 -0.86276
C3 0.22792 1.03572 -0.12292
N3 0.70951 1.44022 -1.40532
H1 0.89107 -3.20208 1.98640
H2 0.24633 -3.44960 0.49090
H3 -1.29285 -2.11000 2.61087
H4 -1.68471 -2.24446 0.94328
H5 0.21275 -0.45538 2.12654
H6 0.86155 1.29854 0.72815
H7 -0.62462 1.66385 0.20555
H8 -0.07036 1.34955 -2.06424
H9 1.44000 0.86406 -1.78137
O2 0.88242 4.36079 -1.62425
H10 1.50596 4.64469 -2.27871
H11 0.83358 3.40662 -1.76319

The HOMO-LUMO gap is 10.2 eV. Its SMILES is NCNC(=O)CN.O. As for the charge: 0.

***

The computed energies, referenced to the most stable structure and given in kJ/mol, are <i> 866.6; <ii> 0.0.

***

<i>
Entry from OMol25: H5N2OP in the gas phase (wB97M-V/def2-TZVPD).

Cartesian coordinates (Å):
N1 -1.46094 -1.37388 0.05625
P1 -1.45749 0.14544 0.24981
N2 0.50891 0.63434 -0.27204
O1 -2.06286 0.94301 -0.74856
H1 -1.15625 -1.98994 0.79436
H2 -1.38667 0.56615 1.67255
H3 0.19775 1.12515 -0.99622
H4 1.27842 1.06361 0.20428
H5 0.80366 -0.31297 -0.49021

The HOMO-LUMO gap is 10.0 eV. Its SMILES is N=[P@@H]([NH3+])[O-]. As for the charge: 0.

***

<ii>
Entry from OMol25: 2 unconnected molecules or ions with the total composition H5N2OP (wB97M-V/def2-TZVPD).

Cartesian coordinates (Å):
N1 -0.22620 -1.24978 0.40754
N2 0.03218 1.47401 0.66417
O1 2.03983 0.06320 -0.38318
P1 0.54767 0.12886 -0.20697
H1 -1.06965 -1.52790 -0.03155
H2 0.30884 -2.10328 0.78699
H3 -0.95368 1.60109 0.82193
H4 0.44527 2.36538 0.68754
H5 -1.12427 -0.75159 -2.74646

The HOMO-LUMO gap (alpha / beta) is 9.8 / 7.4 eV. As for the charge: 0.

***

The computed energies, referenced to the most stable structure and given in kJ/mol, are <i> 0.0; <ii> 206.4.